# 1
A molecular structure, C31H62GeN6OS4Si3Sr. Source: the OMol25 dataset; level of theory: ωB97M-V/def2-TZVPD.

Output
total charge = +1
E = -6191.0988 Eh
2S+1 = 2
ΔE to the lowest compared entry with this formula, charge and spin = 16.3 kcal per mole
<S²> = 0.766

Positions of all 109 atoms, in Å:
Sr 0.634 -0.692 0.853
C -0.808 -0.482 5.374
C -0.681 -0.731 3.899
N 0.500 -0.985 3.307
N 1.578 -1.185 4.148
C 2.787 -1.468 3.669
N 3.739 -1.729 4.607
S 3.174 -1.576 2.015
C -1.831 -0.723 3.060
C -3.155 -0.732 3.580
C -4.224 -0.866 2.741
C -4.018 -0.980 1.350
C -2.723 -0.918 0.905
N -1.644 -0.799 1.693
H -0.873 -1.406 5.961
H -1.691 0.109 5.601
H 0.043 0.094 5.749
H 1.422 -1.239 5.145
H 3.638 -1.367 5.542
H 4.681 -1.785 4.258
H -3.320 -0.676 4.646
H -5.226 -0.897 3.149
H -4.836 -1.093 0.654
H -2.516 -0.991 -0.155
C 0.324 -5.721 -1.244
C -0.705 -4.726 -1.788
S -1.294 -3.442 -0.674
C -2.190 -4.340 0.608
C -1.359 -5.035 1.691
S -0.092 -3.941 2.364
C 1.377 -4.989 2.430
C 1.734 -5.829 1.205
S 1.750 -4.980 -0.397
H 0.701 -6.313 -2.079
H -0.153 -6.417 -0.559
H -1.567 -5.277 -2.171
H -0.290 -4.171 -2.632
H -2.857 -5.057 0.125
H -2.822 -3.576 1.064
H -0.884 -5.933 1.306
H -2.029 -5.345 2.493
H 1.312 -5.658 3.291
H 2.177 -4.273 2.632
H 1.079 -6.694 1.114
H 2.737 -6.228 1.359
C 1.323 3.982 1.073
C 0.740 2.643 1.484
C 1.712 1.970 2.442
O 0.479 1.745 0.369
H 1.301 4.657 1.931
H 0.777 4.466 0.268
H 2.360 3.862 0.769
H -0.207 2.817 2.006
H 2.577 1.587 1.892
H 1.249 1.152 2.994
H 2.075 2.696 3.171
C 0.182 4.946 -3.321
Si 1.061 3.458 -2.621
C 1.484 2.218 -3.960
C 2.695 4.018 -1.930
Ge -0.517 2.472 -1.080
Si -1.765 0.975 -2.502
C -2.025 2.089 -3.985
C -3.505 0.519 -1.968
C -0.853 -0.558 -3.030
Si -2.200 3.789 0.008
C -3.444 4.219 -1.318
C -1.620 5.371 0.791
C -2.981 2.710 1.311
H 0.800 5.459 -4.063
H -0.042 5.659 -2.522
H -0.760 4.676 -3.799
H 2.342 2.588 -4.530
H 0.673 2.040 -4.663
H 1.767 1.257 -3.528
H 3.337 4.226 -2.791
H 3.191 3.261 -1.322
H 2.610 4.929 -1.340
H -2.664 2.935 -3.726
H -2.543 1.512 -4.757
H -1.112 2.482 -4.421
H -3.823 0.975 -1.033
H -3.617 -0.563 -1.870
H -4.188 0.852 -2.754
H 0.159 -0.339 -3.371
H -1.410 -1.013 -3.855
H -0.798 -1.296 -2.225
H -2.967 4.740 -2.153
H -4.220 4.877 -0.916
H -3.936 3.327 -1.712
H -1.034 5.993 0.110
H -1.030 5.201 1.691
H -2.514 5.936 1.074
H -3.620 1.942 0.874
H -3.600 3.328 1.968
H -2.242 2.195 1.930
N 5.301 -1.366 -3.868
C 4.278 -1.169 -2.998
C 3.245 -2.107 -2.860
C 2.227 -1.852 -1.975
N 2.139 -0.741 -1.227
C 3.133 0.148 -1.363
C 4.201 -0.011 -2.212
H 5.410 -2.250 -4.329
H 6.094 -0.750 -3.864
H 3.254 -3.029 -3.427
H 1.435 -2.580 -1.839
H 3.055 1.039 -0.749
H 4.966 0.752 -2.270



# 2
11 unconnected molecules or ions with the total composition C31H63F2N11O31P2S. Source: the OMol25 dataset; level of theory: ωB97M-V/def2-TZVPD.

Output
E = -5433.4336 Eh
SMILES = CCOC(=O)CCC[C@@]1(CCCS)C(=O)O[C@](N(C(=O)F)C(=O)F)(P(=O)(O)O)[C@]1(CCOC(C)=O)P(C)C.C[N+](=O)[O-].C[N+](=O)[O-].C[N+](=O)[O-].C[N+](=O)[O-].C[N+](=O)[O-].C[N+](=O)[O-].C[N+](=O)[O-].C[N+](=O)[O-].C[N+](=O)[O-].C[N+](=O)[O-]
2S+1 = 1

Positions of all 141 atoms, in Å:
C 6.203 -0.789 -0.227
C 5.812 -1.882 0.767
O 5.087 -1.243 1.869
C 4.071 -2.067 2.256
O 4.233 -3.046 2.930
C 2.684 -1.714 1.752
C 2.127 -2.875 0.932
C 0.663 -2.815 0.448
C 0.176 -1.656 -0.423
C 1.359 -1.027 -1.196
C 1.305 -0.711 -2.705
C 2.517 0.225 -3.014
S 3.930 -0.696 -3.713
C -0.792 -1.986 -1.581
O -0.925 -2.984 -2.218
O -1.494 -0.812 -1.842
C -1.418 0.165 -0.808
N -2.788 0.712 -0.819
C -3.509 1.229 0.277
O -4.405 0.620 0.802
F -3.305 2.475 0.706
C -3.419 0.871 -2.074
O -4.157 0.085 -2.611
F -3.183 2.051 -2.653
P -0.345 1.663 -1.281
O -0.174 1.754 -2.729
O 0.992 1.770 -0.433
O -1.180 2.995 -0.895
C -0.913 -0.784 0.309
C -2.252 -1.510 0.741
C -2.325 -2.910 1.308
O -2.035 -3.941 0.333
C -1.952 -5.154 0.970
C -0.656 -5.624 1.587
O -2.934 -5.841 1.055
P -0.222 -0.041 1.891
C -0.728 1.700 2.216
C -0.661 -1.017 3.378
H 5.949 0.164 0.221
H 7.265 -0.827 -0.434
H 5.624 -0.904 -1.136
H 6.661 -2.423 1.168
H 5.138 -2.614 0.329
H 2.079 -1.627 2.649
H 2.649 -0.745 1.277
H 2.189 -3.746 1.580
H 2.833 -3.091 0.131
H 0.114 -2.895 1.378
H 0.498 -3.722 -0.126
H 2.107 -1.817 -1.248
H 1.883 -0.282 -0.617
H 0.437 -0.205 -3.106
H 1.475 -1.584 -3.320
H 2.834 0.771 -2.134
H 2.229 0.971 -3.743
H 3.561 -1.986 -3.759
H 0.977 2.466 0.237
H -0.605 3.614 -0.430
H -3.012 -1.516 -0.036
H -2.682 -0.881 1.510
H -3.365 -3.077 1.592
H -1.748 -3.123 2.197
H 0.213 -5.443 0.966
H -0.471 -5.152 2.541
H -0.759 -6.678 1.801
H -1.140 2.243 1.373
H 0.190 2.232 2.494
H -1.383 1.758 3.088
H -0.092 -1.932 3.481
H -1.718 -1.296 3.378
H -0.511 -0.422 4.276
C 0.707 6.198 2.834
N 0.642 4.786 2.384
O 0.823 3.916 3.201
O 0.410 4.597 1.202
H 0.919 6.210 3.897
H 1.502 6.683 2.274
H -0.257 6.652 2.623
C -2.340 2.195 -5.669
N -2.074 1.934 -7.110
O -1.133 1.223 -7.396
O -2.820 2.453 -7.911
H -1.600 1.672 -5.072
H -2.274 3.267 -5.515
H -3.340 1.832 -5.453
C -4.603 -5.871 -1.953
N -5.003 -7.229 -2.413
O -4.940 -8.138 -1.615
O -5.367 -7.334 -3.565
H -4.304 -5.926 -0.913
H -3.777 -5.544 -2.578
H -5.464 -5.221 -2.076
C -1.510 -5.417 6.142
N -1.071 -4.411 5.139
O -1.762 -4.258 4.151
O -0.049 -3.810 5.374
H -2.431 -5.869 5.796
H -0.719 -6.156 6.228
H -1.659 -4.893 7.082
C 2.492 5.163 -3.868
N 2.365 4.255 -2.697
O 1.396 4.388 -1.981
O 3.243 3.440 -2.541
H 1.639 5.831 -3.879
H 3.420 5.714 -3.754
H 2.514 4.542 -4.758
C -1.614 8.785 5.434
N -1.672 7.369 4.979
O -1.495 6.502 5.798
O -1.894 7.180 3.797
H -1.410 8.795 6.498
H -0.821 9.275 4.878
H -2.577 9.237 5.216
C 1.256 -0.800 8.349
N -0.113 -1.011 7.806
O -0.913 -1.601 8.502
O -0.332 -0.578 6.700
H 1.305 -1.238 9.338
H 1.952 -1.285 7.671
H 1.430 0.270 8.386
C 2.733 -2.779 -7.717
N 3.448 -2.889 -6.418
O 2.820 -3.294 -5.460
O 4.611 -2.565 -6.403
H 1.708 -3.100 -7.574
H 2.777 -1.738 -8.023
H 3.248 -3.417 -8.427
C -4.221 3.579 4.429
N -3.184 2.651 4.952
O -2.687 2.901 6.025
O -2.904 1.699 4.251
H -4.365 4.373 5.151
H -3.861 3.970 3.482
H -5.132 3.004 4.291
C 1.303 2.682 -9.369
N 2.734 2.559 -8.976
O 2.997 1.874 -8.012
O 3.541 3.157 -9.653
H 0.702 2.099 -8.681
H 1.042 3.734 -9.321
H 1.210 2.304 -10.382



# 3
11 unconnected molecules or ions with the total composition C31H63NO32. Source: the OMol25 dataset; level of theory: ωB97M-V/def2-TZVPD.

Output
E = -3681.1561 Eh
SMILES = C[N+](=O)[O-].COC(=O)OC.COC(=O)OC.COC(=O)OC.COC(=O)OC.COC(=O)OC.COC(=O)OC.COC(=O)OC.COC(=O)OC.COC(=O)OC.COC(=O)OC
2S+1 = 1
ΔE to the lowest compared entry with this formula, charge and spin = 117.9 kcal per mole

Positions of all 127 atoms, in Å:
C -1.845 -1.253 -0.224
N -0.835 -0.650 0.701
O -0.222 0.280 0.294
O -0.685 -1.113 1.843
H -2.507 -0.502 -0.655
H -2.474 -1.944 0.338
H -1.338 -1.718 -1.070
C 5.693 -1.687 4.309
O 6.837 -1.056 3.818
C 7.857 -1.797 3.300
O 7.834 -3.018 3.130
O 8.832 -1.056 3.074
C 9.880 -1.331 2.192
H 5.913 -2.532 4.962
H 5.068 -2.045 3.490
H 5.159 -0.967 4.929
H 10.048 -0.499 1.508
H 9.814 -2.207 1.548
H 10.819 -1.483 2.723
C -4.063 -0.715 5.658
O -3.664 0.583 5.230
C -4.271 1.625 5.761
O -5.281 1.611 6.499
O -3.685 2.714 5.284
C -4.215 4.000 5.642
H -4.415 -0.632 6.687
H -3.272 -1.462 5.591
H -4.923 -1.102 5.112
H -5.167 4.226 5.162
H -3.467 4.771 5.457
H -4.405 3.909 6.712
C -7.169 0.618 0.830
O -7.216 0.791 -0.567
C -7.525 1.970 -1.044
O -7.316 3.080 -0.371
O -8.055 1.856 -2.221
C -8.388 3.121 -2.816
H -6.445 1.251 1.343
H -6.881 -0.427 0.941
H -8.114 0.628 1.374
H -8.977 3.770 -2.167
H -8.960 2.938 -3.726
H -7.558 3.739 -3.158
C -2.617 0.219 -5.684
O -1.226 0.251 -5.411
C -0.316 -0.154 -6.312
O -0.584 -0.440 -7.421
O 0.898 -0.155 -5.787
C 1.917 -0.955 -6.450
H -3.009 1.193 -5.975
H -3.140 0.179 -4.728
H -3.004 -0.576 -6.322
H 1.696 -2.021 -6.499
H 2.862 -0.875 -5.913
H 2.161 -0.647 -7.467
C -1.063 -5.629 -7.128
O -0.719 -6.528 -6.117
C -0.297 -6.185 -4.901
O -0.147 -5.037 -4.474
O -0.127 -7.421 -4.184
C 0.360 -7.328 -2.844
H -1.692 -4.876 -6.652
H -1.670 -5.993 -7.957
H -0.203 -5.121 -7.564
H 1.426 -7.131 -2.955
H 0.136 -8.187 -2.212
H -0.124 -6.516 -2.302
C 1.099 9.504 -0.090
O 0.308 8.445 0.287
C -0.397 7.768 -0.663
O -0.803 8.114 -1.727
O -0.823 6.608 -0.077
C -1.792 5.761 -0.688
H 1.316 9.659 -1.147
H 2.118 9.366 0.272
H 1.017 10.460 0.428
H -2.725 6.303 -0.529
H -2.007 4.812 -0.197
H -1.517 5.821 -1.741
C 7.647 1.642 -4.165
O 6.499 1.849 -3.326
C 6.625 2.274 -2.082
O 7.578 2.336 -1.326
O 5.373 2.489 -1.644
C 5.103 2.668 -0.321
H 8.008 0.617 -4.078
H 8.394 2.380 -3.874
H 7.470 1.796 -5.229
H 5.934 2.809 0.370
H 4.445 1.881 0.047
H 4.451 3.541 -0.287
C 1.111 4.054 5.625
O 1.754 3.938 6.887
C 1.164 4.433 7.912
O 0.206 5.140 7.924
O 2.039 4.180 8.928
C 1.763 4.704 10.177
H 1.847 4.348 4.876
H 0.251 4.722 5.585
H 0.750 3.040 5.448
H 1.696 5.787 10.075
H 2.678 4.481 10.726
H 0.999 4.232 10.794
C 8.248 -4.528 -3.717
O 7.306 -3.550 -3.491
C 6.183 -3.870 -2.790
O 5.757 -5.015 -2.585
O 5.526 -2.735 -2.565
C 4.223 -2.715 -2.072
H 8.651 -4.568 -2.705
H 9.015 -4.159 -4.398
H 7.955 -5.482 -4.154
H 4.178 -2.989 -1.018
H 3.667 -3.505 -2.576
H 3.715 -1.836 -2.468
C -10.349 -5.107 -0.103
O -8.961 -5.302 -0.349
C -8.047 -5.225 0.678
O -8.289 -5.075 1.839
O -6.754 -5.493 0.192
C -5.615 -5.552 1.044
H -10.547 -4.039 -0.196
H -10.667 -5.367 0.907
H -10.941 -5.626 -0.856
H -4.693 -5.361 0.495
H -5.430 -6.404 1.699
H -5.649 -4.816 1.847



# 4
13 unconnected molecules or ions with the total composition C31H64Br25OP. Source: the OMol25 dataset; level of theory: ωB97M-V/def2-TZVPD.

Output
E = -65986.4850 Eh
2S+1 = 1

Positions of all 122 atoms, in Å:
C 3.406 1.549 2.938
C 3.562 2.882 2.836
C 2.644 3.666 1.956
P 1.874 5.156 2.734
Br 3.088 6.617 1.228
C 0.830 4.200 3.985
C -0.587 3.844 3.513
C -0.697 2.525 2.777
C -2.132 2.266 2.322
O -2.205 1.093 1.520
H 2.404 1.167 2.788
H 4.219 0.874 3.140
H 4.337 3.368 3.415
H 3.248 4.022 1.128
H 1.898 3.011 1.518
H 0.727 5.710 2.157
H 2.469 5.896 3.759
H 1.306 3.291 4.350
H 0.723 4.851 4.853
H -1.041 4.660 2.950
H -1.201 3.750 4.410
H -0.394 1.685 3.401
H -0.096 2.489 1.866
H -2.409 3.122 1.704
H -2.797 2.143 3.165
H -1.393 1.003 1.018
Br 7.340 8.204 -2.527
C 6.188 9.623 -1.871
C 5.043 9.059 -1.078
Br 3.693 8.293 -2.250
H 5.862 10.195 -2.733
H 6.828 10.245 -1.250
H 4.531 9.844 -0.525
H 5.349 8.276 -0.392
Br -0.808 1.194 -1.940
C -2.602 0.462 -2.113
C -2.683 -0.932 -1.555
Br -1.868 -2.239 -2.742
H -2.862 0.518 -3.164
H -3.244 1.130 -1.542
H -3.720 -1.240 -1.452
H -2.183 -1.028 -0.597
Br 7.498 2.035 3.248
C 8.222 0.761 1.968
C 7.286 0.545 0.811
Br 5.778 -0.575 1.313
H 8.427 -0.152 2.517
H 9.157 1.197 1.624
H 7.790 0.011 0.008
H 6.874 1.471 0.425
Br 8.166 11.024 -5.148
C 7.454 12.836 -5.087
C 8.088 13.664 -4.001
Br 7.407 13.215 -2.236
H 6.379 12.747 -4.977
H 7.685 13.264 -6.059
H 7.845 14.715 -4.139
H 9.165 13.542 -3.960
Br 0.919 -3.658 0.383
C 1.480 -5.046 -0.858
C 0.462 -5.260 -1.946
Br -1.080 -6.254 -1.295
H 1.663 -5.939 -0.269
H 2.416 -4.692 -1.282
H 0.880 -5.868 -2.745
H 0.084 -4.330 -2.356
Br -2.632 0.913 6.746
C -4.189 -0.077 6.125
C -4.562 0.310 4.721
Br -5.450 2.043 4.663
H -4.985 0.108 6.838
H -3.901 -1.125 6.165
H -5.279 -0.395 4.306
H -3.700 0.374 4.065
Br -4.224 -6.595 3.462
C -3.134 -6.969 1.892
C -2.184 -8.109 2.125
Br -0.663 -7.564 3.208
H -2.625 -6.045 1.636
H -3.840 -7.220 1.105
H -1.756 -8.439 1.181
H -2.647 -8.952 2.627
Br 6.126 2.609 -5.228
C 5.388 4.407 -5.090
C 6.043 5.201 -3.993
Br 5.416 4.657 -2.238
H 4.319 4.296 -4.943
H 5.577 4.869 -6.056
H 5.780 6.253 -4.076
H 7.123 5.097 -3.989
Br 2.623 -9.019 5.770
C 3.195 -7.160 5.784
C 2.656 -6.401 4.602
Br 3.619 -6.836 2.968
H 4.279 -7.164 5.819
H 2.804 -6.745 6.710
H 2.794 -5.331 4.740
H 1.608 -6.607 4.414
Br -3.852 -10.671 -4.292
C -4.662 -8.902 -4.259
C -4.024 -8.017 -3.225
Br -4.610 -8.482 -1.425
H -5.724 -9.044 -4.089
H -4.504 -8.492 -5.254
H -4.332 -6.984 -3.372
H -2.941 -8.072 -3.224
Br -8.271 -7.092 -2.495
C -7.438 -5.336 -2.441
C -7.669 -4.570 -3.714
Br -6.536 -5.224 -5.156
H -6.384 -5.495 -2.232
H -7.899 -4.826 -1.598
H -7.396 -3.525 -3.583
H -8.693 -4.633 -4.064
Br -11.362 -3.037 -3.368
C -11.631 -4.560 -2.183
C -12.027 -5.796 -2.943
Br -13.888 -5.726 -3.505
H -12.373 -4.261 -1.451
H -10.674 -4.712 -1.688
H -11.951 -6.673 -2.305
H -11.432 -5.950 -3.837